Here is CHOP in the gas phase in a non-equilibrium geometry from the OMol25 dataset. Energies are from ωB97M-V/def2-TZVPD.

Results
Energy above the lowest of the compared OMol25 structures with the same formula, charge and spin in kcal per mole: 15.7
LUMO energy in eV: -0.01
Kohn-Sham gap in eV: 8.8
HOMO in eV: -8.77
SMILES string: O=C=P

Each line ends with the Mulliken charge.
Atoms and positions in Å:
1 C -1.93753 -0.35722 -0.03733  0.3666
2 O -3.00864 0.20017 0.01155  -0.3363
3 P -0.25176 -1.19767 0.00186  -0.0061
4 H 0.39324 -0.10005 0.18361  -0.0242

***

Here is a molecular structure, CI3OP in a non-equilibrium geometry from the OMol25 dataset. Energies are from ωB97M-V/def2-TZVPD.

Results
Energy above the lowest of the compared OMol25 structures with the same formula, charge and spin in kcal per mole: 1.2
2S+1: 3
LUMO energy (alpha / beta) in eV: -1.26 / -2.23
Expectation value of S²: 2.016
Kohn-Sham gap (alpha / beta) in eV: 7.0 / 7.4
HOMO (alpha / beta) in eV: -8.26 / -9.66

Each line ends with the Löwdin spin population.
Atoms and positions in Å:
1 C -0.92152 1.83084 -0.67231  1.4293
2 O 1.78630 -0.29184 0.09253  0.0050
3 P 1.75052 -0.80848 1.42567  0.0013
4 I 0.66819 -3.01964 1.35383  0.0022
5 I -2.39732 0.96528 0.51847  0.2830
6 I -0.88617 1.32383 -2.71819  0.2792

***

Here is 2 unconnected molecules or ions with the total composition CN2O2S in a non-equilibrium geometry from the OMol25 dataset. Energies are from ωB97M-V/def2-TZVPD.

Results
Energy above the lowest of the compared OMol25 structures with the same formula, charge and spin in kcal per mole: 2.9
LUMO energy in eV: 0.24
Kohn-Sham gap in eV: 10.4
HOMO in eV: -10.20
SMILES string: N#[N+][S-].O=C=O

Each line ends with the Mulliken charge.
Atoms and positions in Å:
1 C 0.57632 0.79599 1.49800  0.7797
2 N 0.06519 -0.79060 -0.39877  -0.1914
3 N -0.55392 -0.77703 -1.35235  0.2355
4 O -0.11048 0.13263 2.13867  -0.3748
5 O 1.25939 1.44214 0.83535  -0.3795
6 S -1.23649 -0.80313 -2.72090  -0.0694

***

Here is CN2O3S in the gas phase in a non-equilibrium geometry from the OMol25 dataset. Energies are from ωB97M-V/def2-TZVPD.

Results
Energy above the lowest of the compared OMol25 structures with the same formula, charge and spin in kcal per mole: 72.1
LUMO energy in eV: -2.76
Kohn-Sham gap in eV: 8.0
HOMO in eV: -10.76

Each line ends with the Mulliken charge.
Atoms and positions in Å:
1 C 0.68948 -1.23044 -0.72896  0.3902
2 N 0.49098 -1.88196 -1.65035  -0.2925
3 N -0.92677 0.46133 0.83277  0.7660
4 O -1.56187 -0.37100 1.38915  -0.4172
5 O -1.21527 1.50261 0.36788  -0.3460
6 O 1.33240 1.45217 -0.67267  -0.4317
7 S 1.19105 0.06729 0.46220  0.3313

***

Here is CN2O3S in the gas phase in a non-equilibrium geometry from the OMol25 dataset. Energies are from ωB97M-V/def2-TZVPD.

Results
Energy above the lowest of the compared OMol25 structures with the same formula, charge and spin in kcal per mole: 105.6
LUMO energy in eV: -1.48
Kohn-Sham gap in eV: 8.7
HOMO in eV: -10.21

Each line ends with the Mulliken charge.
Atoms and positions in Å:
1 C -0.27199 1.41905 1.43949  0.3171
2 N -0.64581 1.80358 2.45291  -0.2843
3 N -0.03064 -1.65170 -0.73038  0.4055
4 O -0.05968 -0.72396 0.14418  -0.2238
5 O 0.27258 -1.50578 -1.93464  0.1152
6 O 0.58129 -0.34823 -2.45616  -0.5179
7 S 0.28177 0.96375 -0.08106  0.1883

***

Here is CN2O4S in the gas phase in a non-equilibrium geometry from the OMol25 dataset. Energies are from ωB97M-V/def2-TZVPD.

Results
Energy above the lowest of the compared OMol25 structures with the same formula, charge and spin in kcal per mole: 53.7
LUMO energy in eV: -1.45
Kohn-Sham gap in eV: 10.9
HOMO in eV: -12.31
SMILES string: N#CS(=O)(=O)[N+](=O)[O-]

Each line ends with the Mulliken charge.
Atoms and positions in Å:
1 C 1.56950 -0.28859 -0.16012  0.2545
2 N 2.49122 -0.92006 -0.39428  -0.2699
3 N -1.22520 -0.63736 0.09160  0.8463
4 O -1.14019 -1.54907 0.79103  -0.4392
5 O -2.05452 -0.39664 -0.75368  -0.4501
6 O -0.06699 1.59578 -0.99965  -0.3977
7 O 0.33125 1.41950 1.34754  -0.4914
8 S 0.09493 0.77645 0.07757  0.9473

***

Here is 2 unconnected molecules or ions with the total composition CN3O5S in a non-equilibrium geometry from the OMol25 dataset. Energies are from ωB97M-V/def2-TZVPD.

Results
Net charge: -1
Energy above the lowest of the compared OMol25 structures with the same formula, charge and spin in kcal per mole: 85.2
LUMO energy in eV: 1.87
Kohn-Sham gap in eV: 5.5
HOMO in eV: -3.67

Each line ends with the Mulliken charge.
Atoms and positions in Å:
1 C -3.28258 -0.25293 0.10722  0.4099
2 N -4.10463 -0.67843 -0.61726  -0.6661
3 N 0.87136 -0.86779 0.18816  -0.3381
4 N 2.12276 -0.79052 -0.02626  1.0575
5 O 2.99445 -1.61290 0.04546  -0.6056
6 O 2.39691 0.51348 -0.39131  -0.3360
7 O 0.09341 1.21254 -1.24086  -0.4579
8 O 0.65468 1.54985 1.12008  -0.4706
9 O -2.46111 0.16393 0.86931  -0.7176
10 S 0.71474 0.76276 -0.05455  1.1245

***

Here is a gas-phase ion, CN4O2S (charge -2) in a non-equilibrium geometry from the OMol25 dataset. Energies are from ωB97M-V/def2-TZVPD.

Results
Net charge: -2
Energy above the lowest of the compared OMol25 structures with the same formula, charge and spin in kcal per mole: 48.4
LUMO energy (alpha / beta) in eV: 6.54 / 6.54
Kohn-Sham gap (alpha / beta) in eV: 5.7 / 5.7
HOMO (alpha / beta) in eV: 0.80 / 0.80

Each line ends with the Mulliken charge.
Atoms and positions in Å:
1 C 0.14783 0.13721 0.00575  0.0483
2 N 0.71074 -1.26901 1.70207  -0.6685
3 N 1.01210 -0.23803 0.82151  0.0018
4 N -1.19355 -1.48421 0.43756  -0.3064
5 N -0.48664 -1.78652 1.38553  -0.0613
6 O 0.26677 0.83754 -2.45137  -0.6672
7 O -0.82694 2.34224 -0.83029  -0.6581
8 S 0.36970 1.46079 -1.07074  0.3114

***

Here is a molecular structure, CNO3 in a non-equilibrium geometry from the OMol25 dataset. Energies are from ωB97M-V/def2-TZVPD.

Results
Net charge: -1
Energy above the lowest of the compared OMol25 structures with the same formula, charge and spin in kcal per mole: 8.6
LUMO energy (alpha / beta) in eV: 4.44 / 4.44
Kohn-Sham gap (alpha / beta) in eV: 6.7 / 6.7
HOMO (alpha / beta) in eV: -2.27 / -2.27

Each line ends with the Mulliken charge.
Atoms and positions in Å:
1 C 0.15924 -0.45958 0.65614  0.6355
2 N 0.19926 0.29404 -1.17575  -0.1401
3 O 0.94047 -1.39144 0.64539  -0.5842
4 O -0.63897 0.20003 1.23503  -0.5094
5 O -0.47824 1.30842 -1.51461  -0.4019

***

Here is 2 unconnected molecules or ions with the total composition CNO4PS in a non-equilibrium geometry from the OMol25 dataset. Energies are from ωB97M-V/def2-TZVPD.

Results
Net charge: -2
Energy above the lowest of the compared OMol25 structures with the same formula, charge and spin in kcal per mole: 27.6
LUMO energy (alpha / beta) in eV: 4.17 / 4.31
Kohn-Sham gap (alpha / beta) in eV: 5.1 / 5.4
HOMO (alpha / beta) in eV: -0.90 / -1.05

Each line ends with the Mulliken charge.
Atoms and positions in Å:
1 C 2.09381 0.81724 -0.25232  0.5717
2 N 3.20000 0.73946 0.14789  -0.6700
3 O -0.00937 -1.03329 0.76141  -0.6708
4 O -0.56230 -0.91681 -1.71890  -0.7543
5 O 0.92887 1.08026 -0.57274  -0.5595
6 O -1.76093 0.67189 0.03194  -0.7010
7 P -0.57007 -0.25593 -0.34301  0.9656
8 S -3.32000 -1.10282 1.94574  -0.1819